A molecular structure, C20H28CdNO2S. Source: the Open Molecules 2025 dataset; level of theory: ωB97M-V/def2-TZVPD.

- HOMO (spin up / spin down) (eV) = -2.92 / -2.92
- Kohn-Sham gap (spin up / spin down) (eV) = 4.6 / 4.6
- lowest unoccupied orbital energy (spin up / spin down) (eV) = 1.72 / 1.66

The geometry in ORCA input format:
```
! RIJCOSX wB97M-V def2-TZVPD def2/J DEFGRID3
* xyz -1 1
O -1.79 -0.16 -1.28
C -2.63 -1.49 -1.19
C -3.64 -0.99 -2.19
H -3.06 -1.76 -0.20
H -2.04 -2.32 -1.59
C -2.70 0.19 -2.37
H -4.60 -0.71 -1.75
H -3.78 -1.65 -3.03
C -3.59 1.41 -2.26
H -4.13 1.39 -1.30
H -4.33 1.24 -3.09
H -3.09 2.37 -2.45
C -2.06 0.15 -3.73
H -1.52 -0.78 -3.96
H -1.40 1.00 -3.94
H -2.92 0.26 -4.42
Cd 0.33 0.94 -0.85
C 4.85 1.00 0.18
C 4.62 -0.12 1.02
C 3.55 -0.86 0.47
H 5.02 -0.20 2.01
C 3.08 -0.19 -0.72
C 3.93 0.94 -0.91
H 3.85 1.71 -1.71
H 5.65 1.72 0.33
H 3.09 -1.74 0.91
H 2.44 -0.68 -1.46
C 2.71 3.60 1.91
C 2.81 3.31 0.54
C 1.47 3.41 -0.06
H 3.80 3.03 0.15
C 0.57 3.58 1.05
C 1.33 3.77 2.22
H 0.96 3.97 3.22
H 3.53 3.65 2.64
H 1.27 3.70 -1.11
H -0.51 3.47 1.04
O -2.66 -2.88 2.05
C -1.74 -1.71 1.90
C -0.48 -2.20 1.13
H -1.44 -1.23 2.88
H -2.18 -0.92 1.23
C -0.50 -3.75 1.30
H 0.41 -1.74 1.60
H -0.46 -1.92 0.04
C -1.82 -4.07 2.02
H 0.27 -4.09 1.99
H -0.25 -4.31 0.39
H -1.64 -4.42 3.05
H -2.48 -4.78 1.53
S 2.30 0.83 3.30
C 1.21 0.53 2.20
N 0.41 0.52 1.27
*
```

C20H28F2N4O in the gas phase. Source: the Open Molecules 2025 dataset; level of theory: ωB97M-V/def2-TZVPD.

- HOMO (eV) = -8.50
- Kohn-Sham gap (eV) = 9.2
- lowest unoccupied orbital energy (eV) = 0.67

The geometry in ORCA input format:
```
! RIJCOSX wB97M-V def2-TZVPD def2/J DEFGRID3
* xyz 0 1
C 4.50 3.49 0.58
C 5.19 2.13 0.67
C 6.43 2.09 -0.23
C 4.24 1.04 0.30
C 3.58 0.83 -0.93
C 2.83 -0.31 -0.75
C 1.90 -1.05 -1.64
N 0.68 -1.40 -0.92
C -0.14 -2.34 -1.65
C -1.35 -2.75 -0.81
N -2.06 -1.56 -0.43
C -3.45 -1.70 -0.03
C -4.17 -0.40 -0.28
C -4.21 0.14 -1.56
C -4.85 1.33 -1.81
C -5.46 2.01 -0.77
F -6.09 3.18 -1.01
C -5.43 1.48 0.52
F -6.01 2.14 1.54
C -4.78 0.28 0.76
C -1.25 -0.64 0.34
C -0.62 -1.14 1.66
C -1.60 -1.66 2.72
O -2.66 -0.78 3.00
C -0.10 -0.22 -0.59
N 3.06 -0.71 0.52
N 3.90 0.09 1.17
H 3.62 3.52 1.22
H 4.18 3.68 -0.44
H 5.18 4.28 0.88
H 5.49 1.96 1.71
H 6.15 2.25 -1.26
H 7.13 2.86 0.07
H 6.92 1.12 -0.15
H 3.65 1.43 -1.81
H 2.38 -1.99 -1.96
H 1.70 -0.45 -2.55
H -0.50 -1.91 -2.60
H 0.46 -3.23 -1.89
H -1.01 -3.35 0.05
H -2.01 -3.38 -1.42
H -3.89 -2.48 -0.66
H -3.59 -1.99 1.02
H -3.72 -0.39 -2.36
H -4.89 1.76 -2.80
H -4.75 -0.10 1.77
H -1.87 0.24 0.55
H -0.07 -0.30 2.08
H 0.09 -1.93 1.43
H -1.03 -1.88 3.64
H -2.07 -2.59 2.39
H -2.29 0.06 3.28
H -0.52 0.25 -1.49
H 0.55 0.50 -0.09
H 2.64 -1.50 0.98
*
```

A molecular structure, C20H28FeNO2. Source: the Open Molecules 2025 dataset; level of theory: ωB97M-V/def2-TZVPD.

- HOMO (spin up / spin down) (eV) = -0.55 / -1.90
- Kohn-Sham gap (spin up / spin down) (eV) = 3.2 / 4.6
- lowest unoccupied orbital energy (spin up / spin down) (eV) = 2.68 / 2.68
- <S²> = 6.10

The geometry in ORCA input format:
```
! RIJCOSX wB97M-V def2-TZVPD def2/J DEFGRID3
* xyz -1 5
O 0.70 1.22 -1.38
C -0.44 0.32 -1.37
C -0.38 0.14 -2.89
H -1.35 0.81 -1.06
H -0.26 -0.59 -0.79
C 1.05 0.72 -2.69
H -1.08 0.81 -3.39
H -0.47 -0.86 -3.27
C 1.69 1.85 -3.48
H 1.43 2.86 -3.16
H 1.44 1.71 -4.53
H 2.77 1.75 -3.30
C 2.00 -0.45 -2.57
H 1.66 -1.22 -1.87
H 2.97 -0.10 -2.26
H 2.02 -0.93 -3.55
Fe -0.41 -1.95 2.32
C -0.26 -4.10 1.28
C -1.32 -3.88 2.23
C -2.31 -3.05 1.57
H -1.45 -4.38 3.19
C -1.89 -2.87 0.21
C -0.63 -3.48 0.05
H -0.09 -3.54 -0.89
H 0.59 -4.78 1.41
H -3.26 -2.71 1.99
H -2.44 -2.36 -0.58
C 1.56 -2.61 3.33
C 2.21 -2.37 2.07
C 2.00 -1.03 1.69
H 2.73 -3.15 1.49
C 1.17 -0.40 2.69
C 1.01 -1.34 3.77
H 0.64 -1.16 4.77
H 1.08 -5.77 4.97
H 2.50 -0.52 0.87
H 0.82 0.64 2.67
O -0.91 2.84 -0.31
C -0.46 3.73 -1.36
C -1.36 4.97 -1.49
H -0.37 3.19 -2.31
H 0.58 3.97 -1.06
C -2.21 4.93 -0.21
H -2.03 4.90 -2.36
H -0.76 5.88 -1.57
C -1.75 3.63 0.52
H -3.28 4.80 -0.44
H -2.07 5.82 0.41
H -2.58 2.98 0.83
H -1.21 3.94 1.44
N 1.07 -4.91 4.44
C 1.33 -3.88 3.93
*
```

C20H28N2O3 in the gas phase. Source: the Open Molecules 2025 dataset; level of theory: ωB97M-V/def2-TZVPD.

- HOMO (eV) = -8.74
- Kohn-Sham gap (eV) = 9.4
- lowest unoccupied orbital energy (eV) = 0.71

The geometry in ORCA input format:
```
! RIJCOSX wB97M-V def2-TZVPD def2/J DEFGRID3
* xyz 0 1
C 7.38 0.70 0.95
O 6.20 0.02 0.57
C 5.49 0.58 -0.42
O 5.81 1.58 -0.99
C 4.26 -0.25 -0.73
C 3.21 0.56 -1.48
C 2.57 1.63 -0.58
C 1.90 1.00 0.64
O 2.34 1.07 1.76
N 0.76 0.34 0.34
C 0.00 -0.43 1.30
C 0.55 -1.85 1.43
C 0.37 -2.60 0.11
C -1.09 -2.51 -0.35
N -1.49 -1.12 -0.47
C -2.70 -0.91 -1.24
C -4.02 -1.25 -0.51
C -4.53 0.07 -0.03
C -5.51 0.33 0.90
C -5.83 1.66 1.18
C -5.16 2.69 0.55
C -4.17 2.43 -0.39
C -3.86 1.11 -0.67
C -2.84 0.58 -1.63
C -1.45 -0.48 0.83
H 8.07 0.78 0.11
H 7.14 1.70 1.31
H 7.83 0.11 1.75
H 4.58 -1.10 -1.33
H 3.87 -0.64 0.22
H 2.44 -0.11 -1.86
H 3.68 1.06 -2.32
H 3.35 2.31 -0.22
H 1.84 2.20 -1.14
H 0.45 0.24 -0.62
H 0.08 0.08 2.27
H 1.60 -1.82 1.71
H 0.01 -2.37 2.22
H 1.01 -2.15 -0.65
H 0.66 -3.64 0.22
H -1.19 -2.99 -1.33
H -1.72 -3.06 0.37
H -2.59 -1.53 -2.14
H -4.73 -1.70 -1.21
H -3.87 -1.96 0.30
H -6.03 -0.47 1.40
H -6.59 1.88 1.91
H -5.42 3.71 0.78
H -3.66 3.24 -0.88
H -3.21 0.67 -2.66
H -1.89 1.10 -1.57
H -1.84 0.54 0.74
H -2.05 -1.01 1.58
*
```